Record 1
Density functional theory data (ωB97M-V with the def2-TZVPD basis set) for C26H48ClFN2O9S as an isolated structure.

```
! RIJCOSX wB97M-V def2-TZVPD def2/J DEFGRID3
* xyz 0 1
Cl 0.429 -7.749 6.713
S -4.136 -8.047 6.140
F 1.318 -4.178 4.106
O 3.369 2.187 -0.861
O -1.832 3.968 -1.585
O -1.150 -0.281 0.888
O -1.825 4.418 -5.044
O 0.563 3.389 -3.402
O -3.055 -1.599 2.879
O 5.657 2.842 -2.780
O -4.192 0.092 0.650
O 3.790 -0.104 -2.876
N -2.547 -8.119 6.451
N -4.193 -6.756 5.218
C -4.570 0.161 2.015
C -2.267 3.047 -0.608
C -5.246 -0.285 -0.209
C -3.398 -0.222 2.889
C 1.254 -5.266 4.962
C 2.568 0.496 -2.474
C -2.501 -5.145 4.398
C -0.627 -6.754 5.779
C -1.767 5.430 -6.023
C -2.019 -7.085 5.805
C 5.788 4.078 -3.445
C 4.757 1.928 -0.724
C 0.227 4.585 -2.714
C 3.876 -1.469 -2.539
C -2.472 -2.119 1.691
C -1.080 -1.607 1.386
C -0.981 3.314 -5.327
C 2.158 -6.352 4.353
C -2.948 -6.288 5.099
C 2.755 1.956 -2.123
C -0.206 -5.672 5.068
C -0.471 2.669 -4.058
C 5.657 2.960 -1.367
C -1.173 -4.867 4.401
C -0.485 4.369 -1.397
C -0.020 0.512 1.174
H 5.013 0.920 -1.057
H -0.848 -3.993 3.871
H -0.127 3.626 -5.938
H -4.856 1.194 2.255
H -0.325 5.276 -3.353
H -3.668 -0.001 3.925
H 3.179 -2.071 -3.134
H -0.631 -2.248 0.615
H -1.293 2.442 -3.377
H 3.270 2.488 -2.922
H -1.562 2.570 -5.889
H 1.859 0.423 -3.309
H 1.757 2.393 -2.032
H -2.403 -3.197 1.863
H -5.733 -1.202 0.142
H 4.893 -1.797 -2.748
H -0.263 1.540 0.908
H 6.791 4.498 -3.311
H 6.683 2.802 -1.007
H 1.188 5.052 -2.485
H -2.531 0.393 2.644
H -0.481 5.314 -0.836
H 4.943 1.969 0.353
H -0.010 1.721 -4.342
H -5.425 -0.494 2.217
H -3.128 -1.971 0.832
H 0.229 0.482 2.240
H 3.674 -1.627 -1.473
H -0.732 5.743 -6.207
H -3.247 2.677 -0.904
H -2.220 5.100 -6.965
H 5.330 3.960 -1.061
H 5.617 3.900 -4.505
H -4.817 -0.476 -1.191
H 1.614 -4.955 5.937
H 0.065 3.619 -0.818
H -1.585 2.192 -0.542
H -2.323 6.286 -5.646
H -2.350 3.526 0.375
H 0.845 0.188 0.584
H 1.547 -7.115 3.890
H 2.146 -0.027 -1.608
H 2.766 -5.865 3.601
H -5.993 0.512 -0.296
H -3.204 -4.521 3.873
H -0.460 -1.657 2.289
H 2.756 -6.825 5.119
H 5.043 4.799 -3.090
*
```

The HOMO energy comes out at -0.3295 Eh. For the strongest force on any atom, the calculation gives 0.99 eV Å⁻¹.

=====

Record 2
Density functional theory data (ωB97M-V with the def2-TZVPD basis set) for C26H48ClO3PReS as an isolated structure.

```
! RIJCOSX wB97M-V def2-TZVPD def2/J DEFGRID3
* xyz 0 4
Re -1.835 -0.228 1.103
Cl -3.337 -0.430 2.915
S -3.100 -3.075 0.178
P -0.005 -0.087 -0.381
O -1.867 -3.702 -0.306
O -4.327 -3.435 -0.511
O -2.961 -1.517 0.090
C 2.952 2.937 0.275
C -1.119 0.807 -1.604
C -1.391 1.964 3.501
C 1.805 -3.918 -2.613
C -0.487 1.557 -2.782
C -3.252 -3.534 1.895
C 0.595 -3.193 -3.213
C 0.635 0.061 4.501
C 0.478 -1.744 -2.732
C 1.684 0.828 -0.376
C -3.176 2.210 -1.636
C -1.626 2.063 -3.672
C -1.415 1.379 4.941
C 3.941 1.321 -1.419
C 0.586 0.134 2.972
C -0.793 1.104 2.375
C 1.845 -3.807 -1.086
C 2.539 0.741 -1.653
C -2.002 1.726 -0.777
C -2.667 2.892 -2.908
C -0.712 0.061 5.139
C 3.908 2.766 -0.910
C 0.537 -1.006 2.236
C 0.463 -1.722 -1.199
C 1.574 2.301 0.040
C 1.732 -2.352 -0.614
H 2.045 1.305 -2.457
H -3.511 3.110 -3.568
H -2.128 1.191 -4.115
H -0.534 -0.098 6.183
H -2.412 2.363 3.301
H -2.221 3.860 -2.639
H -1.336 -0.755 4.741
H 1.325 -1.150 -3.114
H -3.984 -2.911 2.402
H 0.177 0.899 -3.351
H 1.229 -0.895 4.780
H 2.728 -3.494 -3.032
H 2.636 -0.291 -2.008
H -1.751 0.000 -2.022
H -2.425 1.169 0.171
H 0.117 2.397 -2.412
H -0.270 1.862 1.742
H 2.623 -1.796 -0.944
H 2.814 4.001 0.494
H -3.785 1.333 -1.893
H -1.204 2.647 -4.500
H -0.763 2.857 3.527
H 1.782 -4.974 -2.905
H -0.373 -2.385 -0.901
H 4.467 0.693 -0.683
H -0.437 -1.291 -3.135
H 0.997 2.412 0.961
H 1.001 -4.371 -0.662
H -0.955 2.136 5.605
H -3.810 2.888 -1.056
H -0.239 -1.723 2.505
H 1.715 -2.304 0.478
H 1.276 0.914 4.718
H 2.764 -4.248 -0.691
H 1.036 2.857 -0.740
H -2.441 1.278 5.286
H 4.916 3.077 -0.612
H -3.573 -4.584 1.898
H -2.284 -3.461 2.403
H 2.203 0.265 0.419
H 3.604 3.435 -1.726
H 3.404 2.483 1.168
H 1.472 0.646 2.529
H -1.418 2.600 -0.446
H -0.321 -3.724 -2.913
H 1.493 -1.379 2.102
H 0.641 -3.211 -4.306
H 4.514 1.265 -2.351
*
```

The HOMO energy (spin up / spin down) comes out at -0.2807 / -0.2782 Eh. For the strongest force on any atom, the calculation gives 6.33 eV Å⁻¹. Its expectation value of S² is 3.82.

=====

Record 3
Density functional theory data (ωB97M-V with the def2-TZVPD basis set) for a 4-piece molecular cluster, C26H48F3N2O14P3 overall.

```
! RIJCOSX wB97M-V def2-TZVPD def2/J DEFGRID3
* xyz 0 1
P -2.001 -4.858 -5.577
P -1.464 5.685 6.078
P 5.570 -0.913 -3.115
F -0.619 -0.828 6.643
F -2.644 -1.045 5.634
F -1.759 1.065 5.809
O 4.324 -1.623 -2.751
O -0.595 -4.911 -6.031
O -3.063 -5.422 -6.641
O -3.528 1.428 3.421
O -1.741 0.320 -0.748
O -0.115 5.587 5.478
O 6.821 -1.876 -3.398
O -2.318 -5.689 -4.248
O -1.498 6.170 7.603
O -2.449 6.708 5.327
O 6.116 0.112 -2.015
O -2.548 -3.396 -5.229
O 5.479 -0.011 -4.432
O -2.293 4.320 6.118
N 2.307 -2.713 2.545
N -2.348 1.515 1.275
C -0.654 -3.420 -0.838
C 0.510 -1.182 1.317
C -3.694 7.022 5.935
C -2.598 1.069 2.642
C -0.774 -0.561 4.165
C -3.374 2.354 0.601
C 6.262 -0.383 -0.691
C 1.706 -3.260 -1.912
C 0.487 -1.482 4.012
C -1.378 0.073 2.889
C -0.723 -0.281 1.524
C 0.880 -3.034 -0.535
C 8.106 -1.291 -3.563
C 1.139 -1.808 2.622
C -2.389 3.599 4.896
C -1.882 -7.041 -4.226
C -4.448 -5.236 -6.383
C 4.954 -0.637 -5.595
C 1.074 -1.466 -0.158
C -1.647 0.507 0.487
C -0.255 3.283 -0.751
C -2.364 -2.389 -6.213
C -1.422 -0.282 5.588
C -1.187 3.945 0.401
C -2.760 3.796 0.133
C -0.789 7.361 7.915
H -4.437 7.173 5.151
H 0.914 -1.928 4.982
H -2.838 4.225 4.120
H 6.510 -1.447 -0.688
H -3.730 1.854 -0.377
H 2.829 -3.292 -1.672
H -0.945 -4.401 -0.315
H 2.648 -2.729 1.572
H -2.918 3.913 -0.999
H 5.003 0.071 -6.423
H 5.545 -1.520 -5.851
H -0.782 8.053 7.070
H -2.212 -7.497 -3.292
H -3.174 -1.663 -6.118
H 3.049 -2.245 3.095
H -1.400 3.264 4.575
H -3.589 7.947 6.506
H -1.410 -1.886 -6.047
H 1.250 -3.710 0.313
H 0.472 2.519 -0.282
H -0.961 5.081 0.354
H -3.021 2.729 5.053
H 8.043 -0.260 -3.915
H 0.285 4.063 -1.390
H 1.528 -2.394 -2.640
H -2.388 -2.808 -7.222
H 3.912 -0.922 -5.434
H -0.793 -7.088 -4.277
H -2.317 -7.595 -5.061
H 5.337 -0.219 -0.136
H -0.941 2.675 -1.451
H -4.995 -6.098 -6.767
H 2.170 -1.133 -0.227
H -4.037 6.224 6.597
H 0.470 -0.833 -0.915
H -1.390 -2.575 -0.562
H -4.655 -5.134 -5.316
H -4.791 -4.339 -6.906
H -3.382 4.640 0.624
H 8.667 -1.879 -4.290
H -0.861 3.632 1.464
H -0.746 -3.568 -1.976
H 8.634 -1.316 -2.606
H 7.072 0.165 -0.207
H -1.284 7.845 8.758
H -4.305 2.563 1.221
H 0.236 7.113 8.194
H 1.387 -4.241 -2.408
*
```

The HOMO energy comes out at -0.3241 Eh. The SMILES is CCCCN1C(=O)c2c(C(F)(F)F)cc(N)c(CC(C)C)c2C1=O.COP(=O)(OC)OC.COP(=O)(OC)OC.COP(=O)(OC)OC. For the strongest force on any atom, the calculation gives 5.38 eV Å⁻¹.

=====

E_tot across the listed records, respectively: -2764.206442 -2523.064881 -3506.126167 hartree.